Molecular formula: C42H88I2N3O13
Method: DFT, ωB97M-V with the def2-TZVPD basis set

Each line ends with the Mulliken charge.
Element x y z (Å)
C  0.2852  -1.7844  5.3764  -1.42
C  0.4154  -2.7375  4.1955  -0.70
C  0.1223  -2.2402  2.8151  1.06
N  0.3269  -1.0316  2.3017  1.04
C  0.9417  0.0986  2.9990  -3.20
C  0.0544  1.2630  3.3110  2.15
C  -1.1731  1.1319  3.9472  -0.25
C  -1.8976  2.2655  4.2576  -1.63
C  -1.4277  3.5284  3.9280  -0.68
C  -0.2253  3.6784  3.2667  0.46
C  0.3196  4.9936  2.8499  -1.55
C  0.4998  2.5262  2.9663  -0.10
C  -0.0469  -1.0329  0.9516  0.58
C  0.0669  0.2059  0.1586  -1.23
I  -1.8966  1.1499  0.2231  0.26
C  0.6518  0.0539  -1.2704  2.07
C  1.8101  1.0380  -1.4593  -0.45
I  -0.8173  0.4445  -2.7938  -0.04
C  -0.4441  -2.2988  0.6468  0.16
C  -0.8755  -2.9031  -0.6301  -0.35
C  -0.0190  -4.0897  -1.0820  -1.66
N  1.3865  -3.9547  -0.6360  0.82
C  2.2282  -3.4241  -1.7345  0.06
C  3.5922  -2.9888  -1.2548  -1.64
C  1.9198  -5.2436  -0.2802  0.52
C  2.6713  -5.2993  1.0021  -1.38
O  1.7525  -6.2090  -0.9647  -0.55
N  -0.3760  -3.0050  1.8322  1.11
C  -0.7549  -4.4014  2.0361  -0.61
C  -2.1927  -4.7993  1.6488  -1.61
C  -3.2967  -3.7878  1.8695  0.50
C  -4.3267  -3.7399  0.9399  -0.51
C  -5.3879  -2.8659  1.0842  -0.92
C  -5.4337  -2.0055  2.1587  -0.67
C  -4.4081  -2.0366  3.1012  -1.35
C  -3.3442  -2.9234  2.9627  0.24
H  -0.5333  -1.0927  5.2582  0.01
H  0.0866  -2.3772  6.2574  0.52
H  1.2030  -1.2532  5.5765  0.52
H  1.4020  -3.1907  4.1735  0.31
H  -0.2810  -3.5395  4.3667  0.44
H  1.7537  0.4496  2.3761  0.43
H  1.4042  -0.2699  3.8981  0.90
H  -1.5815  0.1667  4.1919  0.13
H  -2.8425  2.1791  4.7658  0.61
H  -2.0113  4.3931  4.1912  0.50
H  1.3514  5.0374  3.1805  0.24
H  0.3187  5.0774  1.7706  0.40
H  -0.2000  5.8212  3.3099  0.41
H  1.4329  2.5958  2.4459  0.57
H  0.6912  0.9059  0.6795  -0.73
H  0.9753  -0.9583  -1.4227  -1.53
H  2.7167  0.5070  -1.7146  0.33
H  1.6356  1.7428  -2.2569  0.17
H  1.9699  1.6230  -0.5648  0.05
H  -0.9403  -2.1496  -1.3989  -0.14
H  -1.8942  -3.2495  -0.5109  0.27
H  -0.4154  -5.0186  -0.6995  0.56
H  -0.0643  -4.1858  -2.1606  0.66
H  2.3409  -4.1881  -2.4990  0.54
H  1.7110  -2.6038  -2.2030  -0.16
H  4.2715  -3.8312  -1.1944  0.39
H  3.5389  -2.5291  -0.2752  0.31
H  4.0195  -2.3002  -1.9710  0.43
H  2.8393  -4.3212  1.4255  0.16
H  2.0782  -5.8744  1.7054  0.40
H  3.5955  -5.8401  0.8643  0.46
H  -0.0663  -5.0150  1.4758  -0.58
H  -0.5931  -4.6411  3.0711  0.97
H  -2.2468  -5.1190  0.6185  0.38
H  -2.4090  -5.6812  2.2421  0.63
H  -4.3097  -4.4143  0.1001  0.46
H  -6.1720  -2.8754  0.3506  0.46
H  -6.2652  -1.3295  2.2563  0.65
H  -4.4537  -1.3792  3.9533  0.56
H  -2.5650  -2.9714  3.6947  0.85
C  -3.9900  -5.6933  5.5707  -0.52
O  -2.9340  -4.7845  5.9044  -0.42
H  -4.1277  -5.6533  4.4929  0.13
H  -3.7282  -6.7114  5.8653  0.30
H  -4.9224  -5.4014  6.0569  0.29
H  -2.8210  -4.8188  6.8579  0.27
C  -6.2205  1.6794  1.3918  -0.26
O  -7.0419  1.1841  2.4483  -0.53
H  -5.2884  1.1194  1.4246  0.00
H  -6.7000  1.5245  0.4234  0.17
H  -5.9991  2.7415  1.5257  0.34
H  -7.8726  1.6668  2.4276  0.29
C  -0.8740  1.9611  8.4417  -0.69
O  -0.0455  2.3564  7.3490  -0.44
H  -0.3215  2.1655  9.3540  0.27
H  -1.8081  2.5269  8.4610  0.31
H  -1.1044  0.8936  8.4003  0.24
H  -0.5266  2.1864  6.5328  0.29
C  1.5008  2.8819  -5.9926  -0.46
O  1.4512  2.3548  -4.6566  -0.24
H  2.0639  3.8109  -5.9666  0.22
H  1.9964  2.1824  -6.6654  0.01
H  0.4955  3.0868  -6.3615  0.34
H  0.9452  1.5381  -4.6946  0.03
C  1.8001  -1.1863  -5.7080  -0.52
O  1.6666  -1.7479  -4.3957  -0.33
H  2.6221  -1.6878  -6.2087  0.20
H  0.8929  -1.3292  -6.2942  0.33
H  2.0236  -0.1179  -5.6464  0.19
H  0.9374  -1.2578  -4.0011  0.01
C  -8.9233  1.1160  -2.1899  -0.55
O  -8.7045  0.8584  -0.8041  -0.45
H  -8.2935  1.9594  -2.4600  0.22
H  -8.6456  0.2581  -2.8068  0.27
H  -9.9642  1.3780  -2.3904  0.26
H  -9.2563  0.1147  -0.5491  0.27
C  3.0973  -0.5340  -9.0381  -0.36
O  1.7875  -0.1706  -8.5960  -0.44
H  3.5822  -1.0563  -8.2191  0.10
H  3.0550  -1.2026  -9.9012  0.30
H  3.6887  0.3480  -9.2868  0.11
H  1.3618  0.2987  -9.3178  0.27
C  2.2179  6.4797  -4.0270  -0.58
O  1.5095  5.4944  -3.2834  -0.44
H  1.9882  7.4454  -3.5846  0.24
H  3.2991  6.3210  -3.9817  0.27
H  1.9086  6.4920  -5.0759  0.24
H  1.7139  4.6389  -3.6732  0.26
C  1.5392  5.5130  6.3623  -0.33
O  1.8076  4.8404  7.5848  -0.53
H  2.1380  6.4199  6.3280  0.33
H  1.7962  4.8820  5.5036  0.02
H  0.4805  5.7859  6.2915  0.19
H  1.2362  4.0593  7.5833  0.33
C  4.5050  3.8089  2.4667  -0.62
O  4.0505  2.8160  1.5423  -0.44
H  4.3682  3.4162  3.4707  0.21
H  5.5615  4.0378  2.3183  0.32
H  3.9221  4.7269  2.3599  0.26
H  4.1740  3.1730  0.6586  0.26
C  3.1977  3.0351  -9.2253  -0.44
O  1.9646  3.6501  -8.8542  -0.47
H  3.6083  2.5651  -8.3355  0.07
H  3.0510  2.2649  -9.9871  0.25
H  3.9166  3.7692  -9.5965  0.39
H  1.5963  4.0651  -9.6383  0.26
C  6.1463  0.3750  -7.0643  -0.36
O  5.9653  1.0746  -8.2920  -0.46
H  5.2418  -0.1996  -6.8849  0.01
H  6.9943  -0.3123  -7.1135  0.31
H  6.2926  1.0625  -6.2272  0.28
H  6.7624  1.5855  -8.4554  0.28

Cartesian forces, eV/Å:
0.2 -0.2 0.0
-0.1 0.2 -0.2
-0.3 0.1 -0.1
-0.3 0.0 -0.1
0.3 0.1 -0.2
-0.4 0.1 -0.1
0.0 0.1 0.1
-0.1 0.0 0.1
0.0 -0.1 0.1
0.0 -0.5 -0.1
0.4 0.0 0.2
-0.3 -0.2 0.2
0.5 -0.2 0.2
-0.9 -0.3 -0.5
0.0 0.2 0.9
-0.3 1.0 0.3
0.0 -0.1 -0.3
0.3 -0.6 -0.9
0.0 0.6 0.4
-0.2 -0.3 0.0
0.6 0.1 0.0
-0.5 -0.1 -0.2
0.1 0.0 0.3
0.1 -0.2 -0.1
0.1 0.4 0.0
0.1 0.0 0.3
-0.2 -0.6 -0.3
0.1 -0.4 0.4
-0.5 -0.2 -0.5
0.0 0.5 0.3
0.2 0.1 0.0
0.1 0.0 0.1
0.2 -0.2 -0.1
0.2 0.0 0.3
0.0 -0.1 -0.1
-0.4 0.0 -0.5
-0.1 0.2 0.0
-0.1 -0.2 0.3
0.2 0.3 0.1
0.3 -0.1 0.1
-0.2 -0.3 0.2
0.3 0.0 -0.2
0.1 -0.2 0.2
-0.1 -0.2 0.0
-0.2 -0.1 0.1
-0.1 0.2 0.0
0.3 0.2 0.0
-0.1 0.2 -0.3
-0.2 0.2 -0.1
0.6 0.2 -0.3
0.1 0.3 0.2
0.0 -0.4 -0.1
0.3 -0.2 0.0
-0.1 0.2 -0.3
0.2 0.1 0.3
0.1 0.4 -0.2
-0.4 -0.1 0.0
-0.1 -0.2 0.2
-0.1 0.0 -0.3
-0.1 -0.1 -0.3
-0.2 0.3 -0.1
0.2 -0.2 0.1
0.0 0.3 0.2
0.1 0.2 -0.1
0.1 0.3 0.0
-0.1 -0.2 0.2
0.3 -0.1 0.0
0.2 -0.2 -0.2
0.0 0.0 0.2
0.1 -0.1 -0.3
0.0 -0.3 0.1
0.0 -0.2 -0.2
-0.3 0.1 -0.2
-0.1 0.3 0.2
0.0 0.1 0.2
0.3 0.1 0.5
0.2 0.1 0.2
0.0 -0.1 -0.2
0.0 0.0 0.0
-0.1 0.0 -0.1
0.0 0.0 -0.1
0.0 0.0 0.0
-0.2 0.0 0.0
0.1 0.0 0.0
0.1 0.0 0.0
0.1 0.0 0.0
0.0 0.0 0.0
0.0 0.0 0.0
0.0 0.0 -0.1
0.0 0.0 0.1
0.0 0.0 0.0
0.0 0.0 0.0
0.0 0.0 0.0
0.0 0.1 -0.1
-0.1 -0.2 0.2
0.2 0.3 -0.2
0.0 0.0 0.0
0.0 0.0 -0.1
0.0 0.1 -0.1
-0.1 0.0 0.1
-0.1 0.0 0.2
0.1 0.1 -0.2
0.0 -0.1 0.0
0.0 0.0 -0.1
0.1 0.0 -0.1
-0.1 -0.1 0.1
0.0 -0.1 0.1
0.0 0.0 -0.1
0.0 0.0 0.0
0.0 0.0 0.0
0.0 0.0 0.0
0.0 0.0 0.0
-0.2 0.1 -0.1
0.2 -0.1 0.0
0.0 0.0 0.0
0.0 0.0 0.0
0.1 -0.1 0.0
-0.1 0.1 0.0
-0.1 -0.1 0.0
0.2 0.1 -0.1
0.0 0.0 0.0
0.0 0.0 0.0
0.0 0.0 0.0
-0.2 -0.2 0.0
-0.1 -0.2 0.2
-0.2 0.0 -0.3
0.0 0.0 0.0
0.0 0.1 0.0
0.0 0.1 -0.1
0.1 -0.1 0.1
-0.1 0.0 -0.2
-0.1 0.0 0.1
0.0 -0.1 0.0
0.0 0.0 0.0
0.0 0.0 0.1
0.0 0.0 -0.1
-0.1 0.1 0.0
0.1 -0.1 -0.1
0.0 0.0 0.0
0.0 0.0 0.0
0.0 0.0 0.0
-0.1 0.1 0.0
0.1 0.1 -0.1
0.0 0.0 0.2
0.0 0.0 0.0
0.0 0.0 0.0
0.0 0.0 0.0
0.0 0.0 -0.1

HOMO energy	-0.3932	Ha
maximum force	0.022	hartree/bohr
gap between HOMO and LUMO	8.15	eV
total charge	+1